Here is a molecular structure, C52H64F3O9PSSeW from the OMol25 dataset. Energies are from wB97M-V/def2-TZVPD.

The geometry in XYZ format:
```
132
Properties=species:S:1:pos:R:3:forces:R:3
W -0.5540 0.3780 0.1102 -1.8 -0.3 0.4
C 2.6885 4.2119 5.0401 0.0 0.0 0.0
C 2.5833 2.7623 5.5207 0.0 0.0 0.0
C 3.9880 2.1444 5.5153 0.0 0.0 0.0
C 2.0204 2.7471 6.9500 0.0 0.0 0.0
C 1.6532 1.9477 4.6248 0.0 0.0 0.0
C 0.7415 2.5390 3.7631 0.0 0.0 0.1
C -0.0146 1.7160 2.9561 0.1 -0.1 -0.2
Se -1.4595 2.3203 1.8911 -0.2 0.4 0.2
C -1.0966 2.8126 0.0467 -0.1 -0.1 0.4
C -0.5301 4.0447 -0.2950 0.2 -0.1 -0.1
C -0.9131 4.6320 -1.4752 0.0 0.1 -0.1
C -1.9775 4.0303 -2.1842 0.0 0.0 -0.1
C -2.6365 2.8546 -1.8571 0.1 0.0 -0.3
C -2.0768 2.1852 -0.7642 -0.2 0.1 0.6
O -2.3573 0.9150 -0.3396 -0.3 0.4 -0.4
C -3.9524 2.5147 -2.5782 0.0 0.0 0.0
C -4.7507 1.4325 -1.8503 0.0 0.0 0.0
C -3.7199 2.0849 -4.0308 0.0 0.0 0.0
C -4.8161 3.7940 -2.5845 0.0 0.0 0.0
C -0.3511 5.9620 -1.9684 0.0 0.0 0.0
C 0.2069 5.7587 -3.3836 0.0 0.0 0.0
C 0.7688 6.4750 -1.0635 0.0 0.0 0.0
C -1.4802 7.0051 -1.9968 0.0 0.0 0.0
C 0.0692 0.3127 2.9574 -0.2 0.6 0.0
O -0.5874 -0.3121 1.9327 0.5 0.0 -0.2
C 0.8186 -0.3054 3.9647 0.0 -0.2 0.2
C 1.6225 0.5536 4.7169 0.0 0.1 0.1
C 0.6846 -1.7818 4.3984 0.0 0.0 -0.1
C 1.3721 -2.0110 5.7516 0.0 -0.1 0.1
C 1.3461 -2.8018 3.4687 -0.1 -0.1 -0.2
C -0.8039 -2.1079 4.5913 0.0 0.1 0.0
H 3.4312 4.7388 5.6387 0.0 0.0 0.0
H 1.7458 4.7513 5.1534 0.0 0.0 0.0
H 3.0008 4.2670 3.9942 0.0 0.0 0.0
H 4.6738 2.7930 6.0617 0.0 0.0 0.0
H 4.3678 2.0335 4.4970 0.0 0.0 0.0
H 4.0143 1.1688 6.0031 0.0 0.0 0.0
H 2.6615 3.3322 7.6115 0.0 0.0 0.0
H 1.9681 1.7301 7.3447 0.0 0.0 0.0
H 1.0171 3.1763 6.9812 0.0 0.0 0.0
H 0.6242 3.6113 3.7051 0.0 0.0 0.0
H 0.1652 4.5225 0.3790 0.0 0.0 0.0
H -2.3521 4.5674 -3.0467 0.0 0.0 0.0
H -4.2069 0.4919 -1.7991 -0.1 0.1 0.0
H -5.6809 1.2545 -2.3903 0.0 0.0 0.0
H -5.0067 1.7368 -0.8327 0.0 0.0 0.0
H -3.3261 1.0697 -4.1014 -0.1 0.1 0.0
H -3.0335 2.7584 -4.5484 0.0 0.0 0.0
H -4.6694 2.1014 -4.5675 0.0 0.0 0.0
H -4.8626 4.2532 -1.5955 0.0 0.0 0.0
H -5.8315 3.5324 -2.8838 0.0 0.0 0.0
H -4.4555 4.5385 -3.2946 0.0 0.0 0.0
H 1.0244 5.0340 -3.3824 0.0 0.0 0.0
H 0.5933 6.7045 -3.7655 0.0 0.0 0.0
H -0.5581 5.4109 -4.0806 0.0 0.0 0.0
H 1.5742 5.7461 -0.9574 0.0 0.0 0.0
H 0.3998 6.7415 -0.0700 0.0 0.0 0.0
H 1.1962 7.3766 -1.5018 0.0 0.0 0.0
H -2.2268 6.7811 -2.7613 0.0 0.0 0.0
H -1.0663 7.9888 -2.2219 0.0 0.0 0.0
H -1.9859 7.0648 -1.0310 0.0 0.0 0.0
H 2.2514 0.1049 5.4710 0.0 0.0 0.0
H 2.4614 -1.9633 5.6883 0.0 0.0 0.0
H 1.1077 -3.0048 6.1157 0.0 0.0 0.0
H 1.0330 -1.2901 6.4951 0.0 0.0 0.0
H 2.3878 -2.5153 3.2854 0.0 0.0 0.0
H 0.6696 -3.8827 1.9667 0.1 0.1 0.0
H 1.3508 -3.7677 3.9769 0.0 0.0 0.1
H -1.1882 -1.5747 5.4627 0.0 0.0 0.0
H -0.9383 -3.1772 4.7674 0.0 0.0 0.0
H -1.4064 -1.8190 3.7365 0.0 0.0 -0.1
C -2.3510 -2.2876 1.1410 -0.1 -0.1 0.1
O -1.9653 -1.5347 -0.0233 0.4 0.3 0.1
C -2.8716 -1.7372 -1.1038 -0.2 0.0 0.0
C -2.2288 -1.3323 -2.4147 0.0 0.0 0.0
O -1.1512 -0.4329 -2.1993 0.0 0.3 0.1
C -0.6878 0.0656 -3.4662 0.1 -0.1 0.0
H -3.1902 -1.8011 1.6406 0.0 0.0 0.0
H -1.4927 -2.3503 1.7914 0.1 0.0 0.0
H -2.6393 -3.2858 0.8150 0.0 0.0 0.0
H -3.8012 -1.2038 -0.9029 0.0 0.0 0.0
H -3.0886 -2.8041 -1.1465 -0.1 0.0 0.0
H -2.9788 -0.8548 -3.0508 0.0 -0.1 0.0
H -1.8341 -2.2073 -2.9377 0.0 0.0 0.0
H -1.4136 0.7706 -3.8705 0.1 -0.1 0.0
H -0.5595 -0.7792 -4.1449 0.0 0.0 0.0
H 0.2636 0.5572 -3.3240 0.0 0.0 0.0
O 0.6545 -2.9528 2.2192 0.1 0.1 0.0
S 1.9219 -1.2681 0.4886 -0.1 0.2 -0.9
O 2.5576 -0.1657 -0.5401 0.0 0.3 0.1
O 0.4702 -1.2778 -0.1086 1.1 -0.9 0.3
C 2.7633 -2.6656 -0.1482 -0.2 0.1 0.6
C 3.9005 -2.8941 0.6270 0.1 -0.1 0.1
C 4.6719 -4.0161 0.3837 -0.1 0.0 -0.1
C 4.2580 -4.9102 -0.5968 -0.1 0.1 0.0
C 3.1241 -4.6491 -1.3575 0.1 -0.1 -0.1
C 2.3516 -3.5047 -1.1743 0.0 -0.1 -0.5
P 1.0663 -2.9929 -2.4253 0.1 0.1 0.0
C 0.3137 -4.5843 -2.8875 0.0 0.0 0.0
C 0.0250 -5.5611 -1.9356 0.0 0.0 0.0
C -0.7028 -6.6913 -2.2792 0.0 0.0 0.0
C -1.1669 -6.8497 -3.5770 0.0 0.0 0.0
C -0.9062 -5.8711 -4.5268 0.0 0.0 0.0
C -0.1755 -4.7430 -4.1845 0.0 -0.1 0.0
C 2.2362 -2.5896 -3.7802 0.0 -0.2 0.1
C 2.8046 -3.5254 -4.6426 0.0 0.0 -0.1
C 3.7279 -3.1250 -5.5966 0.0 0.0 0.0
C 4.1034 -1.7902 -5.6909 0.0 0.0 0.0
C 3.5532 -0.8546 -4.8274 0.0 0.0 0.0
C 2.6193 -1.2545 -3.8812 0.0 0.1 0.0
H 4.1809 -2.1969 1.4114 0.0 -0.1 0.0
H 5.5696 -4.1958 0.9590 0.0 0.0 0.0
H 4.8322 -5.8079 -0.7859 0.0 0.0 0.0
H 2.8461 -5.3424 -2.1413 0.0 0.0 0.0
H 0.3799 -5.4514 -0.9169 0.0 0.0 0.0
H -0.9039 -7.4502 -1.5341 0.0 0.0 0.0
H -1.7295 -7.7329 -3.8481 0.0 0.0 0.0
H -1.2705 -5.9874 -5.5392 0.0 0.0 0.0
H 0.0288 -3.9922 -4.9384 0.0 0.0 0.0
H 2.5249 -4.5707 -4.5821 0.0 0.0 0.0
H 4.1586 -3.8580 -6.2666 0.0 0.0 0.0
H 4.8234 -1.4820 -6.4375 0.0 0.0 0.0
H 3.8486 0.1849 -4.8914 0.0 0.0 0.0
H 2.1980 -0.5236 -3.1976 0.0 -0.1 -0.1
F 3.8262 2.1378 -0.0228 0.1 0.0 0.0
C 2.7746 2.1726 -0.8280 -0.1 -0.1 0.0
F 2.1780 3.3566 -0.7056 0.0 0.1 0.0
F 3.1677 2.0181 -2.0886 0.1 0.0 -0.1
C 1.7855 1.0548 -0.4588 -0.2 0.1 0.1
O 1.2013 1.1547 0.7829 0.1 -0.2 -0.2
O 0.6696 1.0063 -1.2773 0.6 -0.3 0.0
```
Forces are in eV/Å.

**E_LUMO**: -7.1 eV
**Total charge**: +2
**Relative energy (zero: lowest compared OMol25 entry of this formula, charge and spin)**: 308.0 kJ/mol
**Highest occupied orbital energy**: -12.498 eV
**Energy**: -6204.1698 Eh

Löwdin population analysis, charges in e, atoms 1 to 5:
1 W 2.046
2 C -0.055
3 C -0.553
4 C -0.039
5 C -0.028